[1]
DFT (ωB97M-V with the def2-TZVPD basis set) results for a structure of composition C12H33FLiN3O3 in a non-equilibrium geometry.

Each line ends with the Mulliken charge.
Atoms and positions in Å:
H  -9.123  26.122  1.687  0.307
C  -11.070  23.194  4.490  -1.741
H  -13.538  28.310  3.177  0.433
C  -18.755  25.140  6.823  0.277
H  -20.627  26.070  7.557  0.388
H  -16.537  23.728  1.770  0.283
C  -19.570  26.285  7.393  -1.571
C  -11.227  25.229  2.985  -0.246
Li  -14.790  24.887  4.330  0.858
H  -13.446  23.067  4.039  0.311
H  -17.691  25.021  1.724  0.370
C  -16.533  26.602  3.294  -0.438
H  -10.094  23.475  4.892  0.382
C  -14.377  27.708  2.812  -1.313
H  -11.110  24.683  2.039  0.369
H  -17.361  26.470  4.001  0.107
H  -20.218  22.602  4.179  0.292
C  -11.913  24.371  4.009  0.773
F  -15.583  23.565  5.584  -0.943
H  -19.146  26.590  8.355  0.356
H  -13.933  26.788  2.438  0.148
H  -21.663  22.318  5.191  0.276
H  -8.487  26.976  3.139  0.258
C  -15.431  27.453  3.900  0.248
H  -10.921  22.402  3.749  0.355
H  -14.065  27.406  5.410  0.248
H  -11.581  22.730  5.341  0.463
H  -19.588  25.358  4.833  0.324
C  -9.377  26.612  2.634  -0.707
O  -16.014  25.338  2.884  -0.302
N  -17.368  25.594  6.609  -0.369
H  -19.507  27.173  6.756  0.300
H  -15.447  26.915  5.887  0.160
H  -16.959  27.108  2.419  0.531
H  -16.866  24.817  6.151  0.070
N  -13.216  23.900  3.490  -0.582
H  -11.858  26.105  2.778  -0.094
H  -18.789  24.318  7.552  0.338
C  -20.995  23.079  4.779  -0.750
H  -17.000  25.675  7.552  0.284
O  -20.449  23.779  5.874  -0.395
C  -17.035  24.469  2.399  -0.775
H  -12.075  24.933  4.935  0.004
O  -10.009  25.702  3.502  -0.330
H  -15.857  28.409  4.220  0.351
C  -19.322  24.556  5.534  -0.308
N  -14.824  26.804  5.082  -0.596
H  -13.140  23.478  2.565  0.232
H  -21.662  23.737  4.209  0.285
H  -17.495  23.956  3.240  0.195
H  -18.549  23.904  5.108  0.191
H  -10.022  27.467  2.391  0.261
H  -14.865  28.284  2.026  0.433

As for the total energy: -26515.6766 eV. The calculation puts the molecular weight at 293.35 g/mol. The value obtained for the highest occupied orbital energy is -8.67 eV. The calculation puts the energy relative to the best compared isomer or geometry (same formula, charge and spin) at 0.0000 eV. The value obtained for the HOMO-LUMO gap is 9.15 eV.

=====

[2]
DFT (ωB97M-V with the def2-TZVPD basis set) results for a structure of composition C12H33IN3O11P2S2 in a non-equilibrium geometry.

Each line ends with the Mulliken charge.
Atoms and positions in Å:
H  -2.779  -7.177  3.479  0.338
S  -1.274  5.153  -4.127  1.003
C  4.143  0.404  -0.847  -0.137
O  -2.388  -5.198  3.974  -0.349
H  0.315  -0.376  1.773  0.191
S  0.814  4.847  -2.250  1.037
H  -5.194  -1.789  3.155  0.288
C  1.968  0.839  -1.900  -0.871
H  5.966  -0.235  0.055  0.400
O  0.398  0.584  -0.009  -0.364
H  2.399  1.638  -2.509  0.360
O  -1.737  4.403  -5.280  -0.703
H  -1.217  -3.035  3.081  0.176
H  3.870  -3.357  1.133  0.231
H  -4.097  -6.248  4.219  0.238
H  -3.672  -5.974  2.520  0.296
N  3.019  -0.138  -1.594  -0.324
H  -1.997  -1.215  2.129  0.302
H  3.301  -2.824  -0.461  0.283
H  0.564  2.238  -1.168  0.247
H  -0.994  -6.045  2.686  0.415
H  0.001  -3.824  2.067  0.298
H  -3.481  -2.072  3.523  0.256
O  4.479  -1.495  0.639  -0.346
C  -1.141  -5.144  3.291  -0.864
H  -0.758  7.930  -2.397  0.327
C  -4.266  -2.218  2.775  -0.560
H  4.999  -3.305  -0.236  0.337
H  1.891  2.031  -0.063  0.253
H  1.228  0.328  -2.522  0.390
I  -3.050  4.240  -1.023  -0.025
H  3.830  0.976  0.037  0.174
H  -2.661  -2.909  -0.333  0.338
C  1.051  -0.150  0.998  -0.433
H  -0.357  -5.116  4.052  0.383
C  -1.027  -3.903  2.433  -0.012
H  -2.974  7.448  -3.533  0.332
C  -2.026  -2.714  0.535  -0.727
P  1.149  7.000  -1.931  0.260
C  -2.581  -1.485  1.241  -0.352
H  -1.033  -2.465  0.150  0.409
O  -0.884  6.544  -4.389  -0.670
C  -3.269  -6.198  3.514  -0.707
N  -0.164  4.301  -3.417  -0.365
H  -4.428  -3.293  2.638  0.192
H  1.873  0.410  1.455  0.310
O  0.405  4.403  -0.932  -0.605
H  2.611  -0.896  -1.064  0.094
O  -0.315  7.613  -1.603  -0.414
O  -3.960  -1.564  1.563  -0.466
P  -3.265  5.356  -3.163  0.133
C  1.225  1.487  -0.742  -0.170
H  -2.487  -0.649  0.543  0.317
N  -1.927  -3.962  1.291  -0.364
O  1.563  7.579  -3.393  -0.461
H  4.702  1.084  -1.497  0.364
H  1.487  6.920  -4.092  0.340
O  -3.204  6.948  -2.739  -0.465
C  4.147  -2.803  0.236  -0.683
H  5.387  -1.316  -1.222  0.405
C  5.073  -0.692  -0.379  -0.810
H  1.439  -1.105  0.621  0.086
O  2.160  4.405  -2.607  -0.682
H  -2.850  -4.220  1.615  0.129

As for the total energy: -88321.1287 eV. The calculation puts the molecular weight at 648.39 g/mol. As for the net charge: -1. The value obtained for the highest occupied orbital energy is -5.68 eV. The value obtained for the HOMO-LUMO gap is 7.90 eV.

=====

[3]
DFT (ωB97M-V with the def2-TZVPD basis set) results for a cluster of 3 separate species, C12H33N2O5 in total in a non-equilibrium geometry.

Each line ends with the Mulliken charge.
Atoms and positions in Å:
H  1.187  0.765  2.611  0.279
C  -2.949  1.579  4.938  -0.795
H  -1.168  -1.479  -3.047  0.065
C  2.679  1.271  0.514  -0.471
C  0.727  -1.390  -2.940  -0.734
H  0.442  -3.455  -2.781  0.574
N  0.570  1.051  1.863  -0.327
H  -0.462  0.687  -4.166  0.474
H  -3.815  0.221  -1.021  0.455
H  4.225  -0.182  -1.686  0.360
C  1.571  -3.968  -0.478  -1.058
H  -3.632  1.773  -0.517  0.449
H  -2.470  1.344  5.913  0.320
H  -2.757  0.460  -3.128  0.332
H  2.974  2.066  -0.134  0.372
H  -2.950  0.619  0.490  0.074
H  2.477  -4.245  -0.796  0.392
C  -3.129  0.947  -0.639  -0.941
H  0.266  -0.103  0.648  0.639
C  -2.041  1.111  -2.516  -0.608
H  -3.699  0.744  4.584  0.266
C  -0.539  1.783  2.436  -0.609
O  -2.184  2.043  4.106  -0.258
H  1.977  -3.030  -2.893  0.503
H  0.786  -4.720  -0.822  0.321
C  -0.740  0.372  -3.139  -0.558
O  -0.303  -0.842  0.081  -0.370
C  1.074  -2.698  -2.453  -0.917
H  0.880  -1.250  -4.002  0.699
H  0.369  -1.453  -0.239  0.689
C  -1.419  1.069  3.458  -0.576
H  4.416  -0.171  -0.115  0.632
H  -1.966  0.257  2.953  0.196
H  -2.097  2.253  -2.805  0.317
H  -0.781  0.225  3.949  0.268
N  -0.578  -0.952  -2.614  -0.111
H  -0.173  2.564  2.926  0.598
H  3.593  -1.512  -0.842  0.160
H  1.535  -0.711  -2.653  0.230
C  3.749  -0.366  -0.776  -1.153
H  -1.317  2.311  1.634  0.119
H  1.531  -4.037  0.533  0.412
H  1.544  2.850  1.498  0.430
O  -2.039  0.971  -1.152  -0.306
O  1.132  -2.666  -1.050  -0.580
C  1.309  1.871  0.860  -0.855
H  -3.422  2.442  5.256  0.337
H  3.256  1.029  1.449  0.412
H  -0.867  -0.396  -0.727  0.546
O  2.451  0.054  -0.208  -0.088
H  0.665  1.960  0.068  0.290
H  0.099  0.946  -2.437  0.101

As for the total energy: -26180.7534 eV. The calculation puts the molecular weight at 285.40 g/mol. As for the net charge: +1. The value obtained for the highest occupied orbital energy is -12.13 eV. The calculation puts the energy relative to the best compared isomer or geometry (same formula, charge and spin) at 2.9911 eV. The value obtained for the HOMO-LUMO gap is 10.26 eV.

=====

[4]
DFT (ωB97M-V with the def2-TZVPD basis set) results for a cluster of 7 separate species, C12H34BCl2F4O10 in total in a non-equilibrium geometry.

Each line ends with the Mulliken charge.
Atoms and positions in Å:
O  -2.910  -3.799  -0.951  -0.558
H  5.159  -2.250  -1.851  0.380
F  1.197  -1.627  0.088  -0.471
C  4.356  -1.513  -1.896  -0.654
H  -0.462  -2.330  1.437  0.135
C  -0.624  3.272  -2.650  -0.644
H  4.719  -0.500  -3.753  0.256
H  -1.239  2.969  0.923  0.227
B  0.618  -0.428  -0.268  0.921
H  2.022  2.370  3.957  0.281
H  -2.567  -1.155  -2.983  0.177
H  4.023  3.203  2.588  0.355
C  1.879  3.068  3.132  0.132
F  0.952  0.634  0.567  -0.229
H  -4.108  -1.981  -2.685  0.366
C  -2.057  2.299  1.209  0.277
O  3.531  0.678  -2.526  -0.540
F  0.926  -0.094  -1.608  -0.302
C  -2.348  -3.131  -2.103  -0.316
H  -1.247  -4.407  3.877  0.272
H  -2.086  2.351  -3.812  0.425
H  3.087  4.658  2.358  0.312
O  0.744  -3.937  3.554  -0.487
H  -1.705  -4.756  1.370  0.331
C  -1.473  2.041  -2.953  -0.157
O  -0.753  0.967  -3.486  -0.594
H  0.958  -4.137  4.466  0.274
H  1.509  2.614  2.220  -0.149
H  4.214  -1.267  -0.830  0.276
C  -2.881  2.949  2.270  -0.542
O  -1.182  -2.886  1.759  -0.416
H  -1.271  -2.975  -1.987  0.040
H  -1.232  4.180  -2.570  0.341
C  4.580  -0.246  -2.703  -0.169
H  -2.515  -0.628  -0.872  0.230
O  -1.568  1.079  1.738  -0.568
C  -0.427  -4.628  3.179  -0.380
H  -0.058  3.477  -3.573  0.339
H  -3.136  -3.052  -0.364  0.397
C  3.203  3.784  3.001  -0.499
H  -3.450  3.750  1.776  0.321
H  -2.641  2.107  0.304  0.006
F  -0.823  -0.609  -0.236  -0.188
O  3.181  -2.202  -2.301  -0.576
O  0.308  3.068  -1.604  -0.426
C  -0.816  -4.257  1.763  -0.518
H  -2.153  1.864  -2.112  0.012
H  -0.318  -5.717  3.325  0.357
O  -3.312  -1.161  -1.045  -0.705
H  -0.007  0.725  -2.901  0.309
H  5.536  0.145  -2.333  0.278
H  -0.063  -4.587  1.040  0.319
H  -2.505  -3.849  -2.911  0.372
O  -3.930  2.135  2.809  -0.562
H  -0.965  0.648  1.096  0.200
C  -3.104  -1.809  -2.290  -0.155
H  1.196  3.049  -1.963  0.252
Cl  3.905  4.492  4.495  -0.218
H  2.362  -1.801  -1.994  0.245
Cl  0.619  4.148  3.814  -0.211
H  2.894  0.307  -1.905  0.271
H  -2.258  3.422  3.034  0.187
H  -3.490  1.266  2.876  0.357

As for the total energy: -70068.7053 eV. The calculation puts the molecular weight at 496.10 g/mol. As for the net charge: -1. The value obtained for the highest occupied orbital energy is -7.14 eV. The calculation puts the energy relative to the best compared isomer or geometry (same formula, charge and spin) at 0.0988 eV. The value obtained for the HOMO-LUMO gap is 9.69 eV.